Record 1
Entry from the OMol25 dataset: a structure of composition C13H28N4O7Sn (ωB97M-V/def2-TZVPD).

Each line ends with the natural charge from an NBO analysis.
Element x y z (Å)
O: 0.37885 -1.73160 -5.06664  -0.935
H: 0.81631 -0.84782 -5.11300  0.451
Sn: -0.02579 -0.02851 -0.75461  2.076
N: 0.04959 1.62386 0.59164  -0.240
N: 1.87692 0.69898 -1.11093  -0.154
N: -1.01978 -1.02090 0.74220  -0.297
N: 0.01092 -2.01233 -1.42543  -0.130
O: -0.64153 1.82961 1.66834  -0.648
O: -1.07351 -0.68455 2.06672  -0.564
O: 0.73059 -2.40737 -2.39624  -0.474
O: 2.86000 0.04450 -1.52976  -0.520
C: 2.08414 1.95478 -0.59976  0.073
C: 1.14447 2.40194 0.37897  0.179
C: -1.34530 -2.29510 0.47721  0.289
C: -0.87302 -2.84149 -0.74896  0.048
C: 1.39352 3.44577 1.39784  -0.664
H: 1.76427 2.98298 2.33083  0.236
H: 0.47225 4.00441 1.62593  0.254
H: 2.14970 4.15737 1.05108  0.216
C: 3.41766 2.55586 -0.87246  -0.654
H: 3.50903 2.71917 -1.95953  0.237
H: 4.21852 1.85920 -0.56220  0.241
H: 3.52684 3.51928 -0.35205  0.216
C: -1.91764 -3.00756 1.63333  -0.675
C: -1.07461 -4.28345 -1.12837  -0.671
H: -2.68877 -2.42205 2.12705  0.259
H: -1.16778 -3.27184 2.38023  0.255
H: -2.37105 -3.93375 1.30236  0.226
H: -0.55823 -4.45598 -2.08175  0.267
H: -2.15779 -4.50739 -1.24749  0.233
H: -0.65508 -4.96993 -0.35620  0.229
H: -0.94882 0.34699 2.06348  0.509
H: 0.35360 -1.55471 -4.05366  0.469
C: -1.01070 0.99271 -2.17778  -1.174
H: -0.29719 1.02022 -2.97846  0.245
H: -1.75387 0.39147 -2.69494  0.251
H: -1.40679 2.01901 -1.90462  0.282
O: -4.06926 2.75204 0.25166  -0.947
H: -4.47508 1.88585 0.02399  0.465
H: -3.36013 2.53690 0.87435  0.482
C: 3.14449 -1.74242 2.64632  -0.437
C: 3.18413 -2.75235 1.48707  -0.429
C: 2.51052 -2.04753 0.32882  -0.084
O: 1.73318 -0.97687 0.87966  -0.586
C: 2.13043 -0.68226 2.23545  -0.063
H: 2.85103 -2.21351 3.58907  0.218
H: 4.12880 -1.28012 2.77852  0.214
H: 2.60495 -3.65411 1.74246  0.200
H: 4.19418 -3.06604 1.20233  0.225
H: 3.20852 -1.58583 -0.37386  0.227
H: 1.83890 -2.70734 -0.22526  0.189
H: 1.22737 -0.69620 2.86167  0.201
H: 2.55215 0.33573 2.24218  0.182

Highest occupied orbital energy (spin up / spin down): -7.216 / -7.236 eV
E: -1471.8438 a.u.
HOMO-LUMO gap (spin up / spin down): 6.1 / 6.1 eV

Record 2
Entry from the OMol25 dataset: the ion C13H29BFN2O4 with charge +1 (ωB97M-V/def2-TZVPD).

Each line ends with the natural charge from an NBO analysis.
Element x y z (Å)
C: 5.39227 1.01889 1.35655  -0.615
C: 4.40281 1.97209 0.68433  -0.399
C: 3.11007 1.28329 0.25044  -0.399
C: 2.32355 0.75521 1.44074  -0.226
N: 0.94619 0.30194 1.10459  -0.636
C: 0.80535 -1.12912 1.13816  0.106
C: 1.71928 -1.94325 0.22351  -0.100
O: 1.02073 -2.15469 -1.00072  -0.509
C: -0.29087 -1.60720 -0.95959  0.128
C: -1.24522 -2.65623 -1.55286  -0.484
C: -2.49201 -2.19620 -2.28817  0.038
F: -2.14479 -1.84667 -3.59818  -0.373
B: -0.18571 -0.18150 -1.76687  1.134
O: -1.30275 0.43716 -2.25403  -0.935
O: 1.06863 0.27872 -1.96063  -0.862
N: -0.51526 -1.55233 0.55673  -0.353
C: -1.81181 -1.02553 1.11791  -0.244
C: -2.18402 0.45020 0.92536  -0.093
O: -3.38482 0.47736 0.20305  -0.549
C: -3.72196 1.71322 -0.43921  -0.060
C: -4.79269 2.47140 0.33352  -0.647
H: 5.42285 0.06108 0.82921  0.198
H: 6.40202 1.42754 1.33974  0.228
H: 5.13885 0.82719 2.40053  0.202
H: 4.86769 2.40196 -0.20437  0.216
H: 4.17023 2.80325 1.35665  0.201
H: 3.34621 0.48521 -0.45841  0.202
H: 2.46738 1.98848 -0.28190  0.209
H: 2.87009 -0.04930 1.94748  0.182
H: 2.22406 1.56647 2.16554  0.210
H: 0.33659 0.67437 1.82342  0.369
H: 0.88003 -1.52444 2.16044  0.200
H: 2.68782 -1.47936 0.05170  0.229
H: 1.88890 -2.92041 0.68510  0.196
H: -1.55022 -3.36192 -0.77009  0.209
H: -0.64091 -3.23351 -2.25651  0.276
H: -2.95992 -1.32462 -1.83004  0.196
H: -3.21096 -3.01335 -2.35090  0.189
H: -1.36474 0.52484 -3.21408  0.529
H: 1.08270 1.10828 -2.45989  0.507
H: -0.54702 -2.54652 0.80327  0.428
H: -1.78423 -1.31042 2.16964  0.226
H: -2.60521 -1.60204 0.64216  0.253
H: -1.39582 1.02778 0.43536  0.201
H: -2.33876 0.88401 1.92239  0.189
H: -4.07055 1.44885 -1.43650  0.192
H: -2.81495 2.30936 -0.56036  0.174
H: -4.37158 3.22054 1.00412  0.211
H: -5.47284 2.97696 -0.35175  0.227
H: -5.37473 1.76296 0.92343  0.227

SMILES string: CCCCN[C@@H]1CO[C@](CCF)(B(O)O)[N@@H+]1CCOCC
Highest occupied orbital energy: -12.948 eV
E: -1047.7475 a.u.
Total charge: +1
HOMO-LUMO gap: 10.2 eV

Record 3
Entry from the OMol25 dataset: a cluster of 3 separate species, C13H29BrO4P in total (ωB97M-V/def2-TZVPD).

Each line ends with the natural charge from an NBO analysis.
Element x y z (Å)
Br: 4.19912 0.95412 2.92309  -0.119
C: 2.30586 0.38584 2.92903  -0.367
C: 1.36188 1.56279 3.13867  -0.441
C: 0.54107 1.84421 1.89306  -0.713
P: -0.83677 0.60451 1.44118  1.159
O: -0.83504 -0.20245 3.02051  -0.836
C: -2.03971 0.11419 3.64373  -0.084
C: -2.25126 1.59514 3.38513  -0.078
O: -2.08050 1.78817 2.01985  -0.827
H: 2.24882 -0.29679 3.76217  0.208
H: 2.10405 -0.11418 1.99536  0.232
H: 0.75383 1.39274 4.01562  0.216
H: 1.96977 2.43679 3.35941  0.191
H: 1.20821 1.85416 1.03379  0.190
H: 0.11227 2.83789 1.95454  0.210
H: -1.97853 -0.21878 1.08848  -0.154
H: 0.10256 -0.38400 0.93331  -0.180
H: -0.87886 1.19697 0.11062  -0.167
H: -2.89652 -0.46043 3.28323  0.148
H: -1.98668 -0.04486 4.72929  0.145
H: -1.49214 2.13836 3.96189  0.126
H: -3.23338 1.91887 3.73600  0.144
C: 2.54535 2.61545 -3.19575  -0.429
C: 1.42230 1.91325 -3.95496  -0.431
C: 1.32859 0.58858 -3.20772  -0.063
O: 1.70193 0.86034 -1.86404  -0.521
C: 2.27271 2.16244 -1.76603  -0.070
H: 2.53766 3.69976 -3.30300  0.209
H: 3.51730 2.24548 -3.53318  0.192
H: 0.49096 2.47260 -3.84363  0.204
H: 1.61927 1.78597 -5.01974  0.203
H: 2.02364 -0.15247 -3.62421  0.151
H: 0.32333 0.16444 -3.21683  0.190
H: 1.55250 2.82095 -1.26931  0.179
H: 3.17312 2.11176 -1.15232  0.186
C: -1.74896 -3.86633 -2.45016  -0.431
C: -1.27093 -4.32919 -1.07611  -0.431
C: -0.91681 -3.00237 -0.41163  -0.068
O: -1.80099 -2.03394 -0.96602  -0.513
C: -2.47041 -2.56982 -2.09691  -0.061
H: -2.39152 -4.58424 -2.96128  0.202
H: -0.89098 -3.65706 -3.09408  0.196
H: -2.09026 -4.81470 -0.53935  0.194
H: -0.42994 -5.02161 -1.11192  0.206
H: 0.11269 -2.70283 -0.63472  0.171
H: -1.04069 -3.01274 0.67094  0.202
H: -3.51806 -2.76033 -1.83013  0.155
H: -2.44987 -1.83668 -2.90590  0.176

Highest occupied orbital energy: -3.708 eV
E: -3728.9962 a.u.
Total charge: -1
HOMO-LUMO gap: 6.7 eV

Record 4
Entry from the OMol25 dataset: a structure of composition C13H29CuNO3 (ωB97M-V/def2-TZVPD).

Each line ends with the natural charge from an NBO analysis.
Element x y z (Å)
Cu: -0.60857 -0.13612 -1.31097  0.909
C: -3.52142 0.59187 -0.93873  -0.656
C: -2.47223 1.26975 -1.80970  -0.131
O: -1.46464 0.59713 -2.59262  -0.918
H: -4.38217 0.15517 -1.44519  0.180
H: -4.00925 1.36546 -0.34570  0.166
H: -3.04863 -0.05862 -0.20290  0.222
H: -2.00099 1.96446 -1.11443  0.124
H: -3.11992 1.69368 -2.57709  0.130
C: 1.49110 -2.13904 -3.30333  -0.640
C: 1.55153 -0.88002 -2.53194  -0.065
O: 0.40252 -0.11215 -2.67098  -0.957
H: 1.20109 -1.86713 -4.31825  0.203
H: 0.65954 -2.75916 -2.96859  0.193
H: 2.31729 -2.82797 -3.47908  0.174
H: 2.49477 -0.33379 -2.53819  0.102
H: 1.56407 -1.19665 -1.48902  0.102
C: -0.35350 2.48202 -0.12304  -0.660
C: 0.34896 1.34294 0.51050  0.149
C: 0.44453 1.72769 2.02672  -0.479
C: 1.00356 0.65602 2.98856  -0.407
C: 0.24057 -0.63555 2.71581  -0.423
C: 0.25733 -1.11814 1.29119  0.138
N: -0.28263 0.00805 0.41431  -0.262
O: -1.64553 0.00462 0.39247  -0.598
C: 1.55867 -1.70287 0.82757  -0.656
C: -0.69451 -2.46755 1.36195  -0.615
C: 1.87585 1.27953 -0.05079  -0.642
H: -1.34914 2.66864 0.27938  0.204
H: -0.40400 2.14499 -1.15839  0.278
H: 0.26756 3.37333 -0.03385  0.218
H: 1.34257 2.34519 2.00950  0.216
H: -0.20142 2.52091 2.40309  0.217
H: 0.87279 0.94596 4.03111  0.203
H: 2.06073 0.40503 2.90193  0.193
H: -0.80330 -0.44606 2.96584  0.188
H: 0.44393 -1.39281 3.47297  0.206
H: 1.75615 -2.72206 1.15976  0.210
H: 1.79297 -1.67348 -0.23653  0.251
H: 2.45535 -1.15313 1.11360  0.199
H: -0.99512 -2.51148 0.31514  0.233
H: -0.23096 -3.43550 1.55241  0.206
H: -1.58856 -2.42373 1.98395  0.203
H: 1.69142 0.87558 -1.04623  0.276
H: 2.51450 0.70941 0.62388  0.196
H: 2.44317 2.20812 -0.11360  0.206
H: -1.87604 0.65745 1.05749  0.416

Highest occupied orbital energy: -0.750 eV
E: -2433.2672 a.u.
Energy above the lowest of the compared OMol25 structures with the same formula, charge and spin: 679.8 kJ/mol
Total charge: -1
HOMO-LUMO gap: 3.6 eV

Please write out number 2 again, unchanged.
Entry from the OMol25 dataset: the ion C13H29BFN2O4 with charge +1 (ωB97M-V/def2-TZVPD).

Each line ends with the natural charge from an NBO analysis.
Element x y z (Å)
C: 5.39227 1.01889 1.35655  -0.615
C: 4.40281 1.97209 0.68433  -0.399
C: 3.11007 1.28329 0.25044  -0.399
C: 2.32355 0.75521 1.44074  -0.226
N: 0.94619 0.30194 1.10459  -0.636
C: 0.80535 -1.12912 1.13816  0.106
C: 1.71928 -1.94325 0.22351  -0.100
O: 1.02073 -2.15469 -1.00072  -0.509
C: -0.29087 -1.60720 -0.95959  0.128
C: -1.24522 -2.65623 -1.55286  -0.484
C: -2.49201 -2.19620 -2.28817  0.038
F: -2.14479 -1.84667 -3.59818  -0.373
B: -0.18571 -0.18150 -1.76687  1.134
O: -1.30275 0.43716 -2.25403  -0.935
O: 1.06863 0.27872 -1.96063  -0.862
N: -0.51526 -1.55233 0.55673  -0.353
C: -1.81181 -1.02553 1.11791  -0.244
C: -2.18402 0.45020 0.92536  -0.093
O: -3.38482 0.47736 0.20305  -0.549
C: -3.72196 1.71322 -0.43921  -0.060
C: -4.79269 2.47140 0.33352  -0.647
H: 5.42285 0.06108 0.82921  0.198
H: 6.40202 1.42754 1.33974  0.228
H: 5.13885 0.82719 2.40053  0.202
H: 4.86769 2.40196 -0.20437  0.216
H: 4.17023 2.80325 1.35665  0.201
H: 3.34621 0.48521 -0.45841  0.202
H: 2.46738 1.98848 -0.28190  0.209
H: 2.87009 -0.04930 1.94748  0.182
H: 2.22406 1.56647 2.16554  0.210
H: 0.33659 0.67437 1.82342  0.369
H: 0.88003 -1.52444 2.16044  0.200
H: 2.68782 -1.47936 0.05170  0.229
H: 1.88890 -2.92041 0.68510  0.196
H: -1.55022 -3.36192 -0.77009  0.209
H: -0.64091 -3.23351 -2.25651  0.276
H: -2.95992 -1.32462 -1.83004  0.196
H: -3.21096 -3.01335 -2.35090  0.189
H: -1.36474 0.52484 -3.21408  0.529
H: 1.08270 1.10828 -2.45989  0.507
H: -0.54702 -2.54652 0.80327  0.428
H: -1.78423 -1.31042 2.16964  0.226
H: -2.60521 -1.60204 0.64216  0.253
H: -1.39582 1.02778 0.43536  0.201
H: -2.33876 0.88401 1.92239  0.189
H: -4.07055 1.44885 -1.43650  0.192
H: -2.81495 2.30936 -0.56036  0.174
H: -4.37158 3.22054 1.00412  0.211
H: -5.47284 2.97696 -0.35175  0.227
H: -5.37473 1.76296 0.92343  0.227

SMILES string: CCCCN[C@@H]1CO[C@](CCF)(B(O)O)[N@@H+]1CCOCC
Highest occupied orbital energy: -12.948 eV
E: -1047.7475 a.u.
Total charge: +1
HOMO-LUMO gap: 10.2 eV